Entry 1:
Computed, not measured: a molecular structure, C42H46BBrEuN11O4 at a distorted geometry, with wB97M-V/def2-TZVPD.

CARTESIAN COORDINATES (ANGSTROEM)
Eu1 6.94 -20.59 2.80
C1 3.59 -18.64 0.24
C2 4.65 -19.45 0.61
N1 5.20 -19.04 1.75
N2 4.45 -18.02 2.23
C3 3.52 -17.69 1.26
B1 5.06 -17.02 3.28
N3 6.28 -16.49 2.55
C4 7.54 -16.47 3.01
C5 8.30 -15.77 2.14
C6 7.43 -15.44 1.13
N4 6.20 -15.82 1.39
N5 5.46 -17.75 4.59
C7 5.16 -17.31 5.84
C8 5.81 -18.03 6.81
C9 6.57 -18.86 6.03
N6 6.35 -18.75 4.72
N7 4.02 -15.87 3.54
C10 4.19 -14.50 3.50
C11 2.92 -13.98 3.76
C12 2.13 -15.07 3.98
N8 2.79 -16.19 3.91
H1 3.00 -18.61 -0.66
H2 5.22 -20.20 0.07
H3 2.82 -16.76 1.28
H4 7.90 -16.76 4.03
H5 9.33 -15.61 2.37
H6 7.70 -15.12 0.14
H7 4.59 -16.34 5.94
H8 5.77 -17.96 7.87
H9 7.25 -19.68 6.42
H10 5.12 -14.09 3.20
H11 2.64 -12.95 3.81
H12 1.07 -15.04 4.02
C13 10.28 -23.43 1.93
N9 11.15 -22.30 1.75
C14 12.16 -22.18 2.76
C15 11.57 -22.12 0.36
C16 11.99 -20.72 -0.10
C17 13.02 -20.58 -1.04
C18 13.42 -19.35 -1.53
C19 12.75 -18.23 -1.05
C20 11.73 -18.36 -0.11
C21 11.41 -19.63 0.42
H13 10.76 -24.42 1.66
H14 9.42 -23.35 1.25
H15 9.99 -23.49 2.99
H16 12.82 -23.10 2.87
H17 11.76 -21.94 3.80
H18 12.80 -21.30 2.59
H19 10.76 -22.43 -0.27
H20 12.38 -22.80 0.07
H21 13.53 -21.49 -1.32
H22 14.30 -19.35 -2.15
H23 12.99 -17.23 -1.43
H24 11.32 -17.46 0.35
C22 11.27 -26.53 5.83
C23 12.09 -25.42 5.12
O1 12.09 -24.17 5.80
H25 11.33 -27.45 5.22
H26 10.22 -26.32 6.07
H27 11.76 -26.71 6.77
H28 11.69 -25.19 4.13
H29 13.14 -25.70 5.03
H30 11.18 -23.89 5.68
Br1 10.98 -16.51 6.02
C24 11.32 -18.47 5.95
C25 12.66 -18.92 6.23
C26 12.77 -20.26 6.50
C27 11.67 -21.08 6.30
C28 10.44 -20.66 5.81
C29 10.26 -19.27 5.65
C30 9.44 -21.70 5.27
O2 9.64 -22.87 5.47
O3 8.49 -21.17 4.65
H31 13.45 -18.18 6.36
H32 13.77 -20.65 6.80
H33 11.88 -22.14 6.47
H34 9.37 -18.92 5.16
N10 9.48 -19.66 2.09
C31 10.42 -19.59 1.45
C32 3.68 -21.55 5.02
C33 4.38 -22.41 4.03
C34 5.46 -23.23 4.39
C35 6.21 -24.04 3.52
C36 7.28 -24.94 4.08
C37 5.87 -23.96 2.12
C38 6.55 -24.84 1.14
O4 6.98 -25.92 1.42
C39 4.74 -23.20 1.71
C40 4.29 -23.18 0.25
C41 4.03 -22.52 2.69
H35 4.14 -20.54 5.01
H36 3.88 -22.07 6.00
H37 2.61 -21.42 4.73
H38 5.67 -23.35 5.45
H39 8.17 -24.79 3.50
H40 6.93 -25.98 4.01
H41 7.44 -24.49 5.09
H42 6.59 -24.46 0.09
H43 4.92 -22.65 -0.42
H44 3.31 -22.70 0.16
H45 4.31 -24.21 -0.23
H46 3.17 -21.93 2.43
N11 8.16 -21.84 -0.36
C42 7.31 -21.53 0.36

The gap between HOMO and LUMO (spin up / spin down) comes out at 7.2 / 8.3 eV. As for the expectation value of S²: 15.76. The spin multiplicity is 8. As for the total charge: -1. The total energy is -158934.251 eV. Its LUMO energy (spin up / spin down) is 0.086 / 0.086 hartree.

Entry 2:
Computed, not measured: a molecular structure, C42H46BrInN2O5S2 at a distorted geometry, with wB97M-V/def2-TZVPD.

CARTESIAN COORDINATES (ANGSTROEM)
In1 -0.25 -0.41 0.32
C1 -2.34 -3.28 0.03
O1 -2.48 -1.92 0.44
C2 -3.72 -1.36 0.34
C3 -4.87 -2.05 -0.02
C4 -6.07 -1.35 -0.18
Br1 -7.61 -2.32 -0.68
C5 -6.14 0.01 0.01
C6 -5.00 0.70 0.41
C7 -3.80 0.01 0.59
O2 -2.63 0.63 0.93
C8 -5.05 2.16 0.51
N1 -5.72 2.89 -0.33
C9 -5.42 4.21 -0.03
C10 -5.84 5.38 -0.65
C11 -5.31 6.57 -0.19
C12 -4.41 6.60 0.88
C13 -3.99 5.45 1.52
C14 -4.51 4.26 1.05
N2 -4.26 2.93 1.36
H1 -2.67 -3.41 -1.00
H2 -2.90 -3.94 0.69
H3 -1.28 -3.52 0.10
H4 -4.85 -3.11 -0.21
H5 -7.06 0.56 -0.16
H6 -2.73 1.60 0.86
H7 -6.55 5.34 -1.46
H8 -5.59 7.50 -0.66
H9 -4.03 7.56 1.22
H10 -3.30 5.49 2.35
H11 -3.92 2.62 2.26
O3 -0.48 -0.99 2.74
S1 -0.10 -1.83 3.92
C15 1.31 -0.92 4.75
C16 1.71 0.36 4.02
C17 2.56 0.07 2.76
C18 2.93 1.35 2.00
S2 3.04 1.14 0.17
O4 1.82 0.37 -0.21
C19 4.40 -0.04 0.13
C20 4.18 -1.39 0.34
C21 5.25 -2.26 0.35
C22 6.54 -1.78 0.14
C23 6.75 -0.43 -0.10
C24 5.68 0.45 -0.11
C25 0.85 -3.23 3.29
C26 0.89 -3.50 1.94
C27 1.55 -4.64 1.48
C28 2.15 -5.50 2.40
C29 2.09 -5.22 3.75
C30 1.43 -4.09 4.21
H12 2.14 -1.62 4.82
H13 0.93 -0.70 5.75
H14 2.24 1.02 4.71
H15 0.80 0.88 3.71
H16 1.96 -0.56 2.09
H17 3.46 -0.48 3.03
H18 3.88 1.78 2.31
H19 2.15 2.11 2.11
H20 3.17 -1.75 0.49
H21 5.09 -3.32 0.52
H22 7.38 -2.46 0.18
H23 7.75 -0.06 -0.28
H24 5.83 1.51 -0.31
H25 0.40 -2.84 1.23
H26 1.57 -4.86 0.43
H27 2.65 -6.39 2.05
H28 2.56 -5.88 4.47
H29 1.36 -3.89 5.27
C31 1.82 -2.44 -1.85
C32 2.34 -1.63 -3.04
C33 1.68 -2.12 -4.35
C34 2.14 -0.15 -2.96
C35 3.18 0.71 -3.20
C36 2.97 2.09 -3.31
C37 1.68 2.65 -3.27
C38 0.59 1.88 -3.02
C39 -0.80 2.47 -3.05
C40 -1.71 1.70 -4.02
C41 -1.44 2.51 -1.65
C42 0.80 0.44 -2.71
O5 -0.11 -0.24 -2.22
H30 2.24 -3.44 -1.90
H31 0.73 -2.53 -1.87
H32 2.12 -1.98 -0.91
H33 3.42 -1.80 -3.12
H34 0.60 -1.95 -4.31
H35 1.87 -3.18 -4.47
H36 2.09 -1.59 -5.21
H37 4.18 0.31 -3.34
H38 3.82 2.74 -3.46
H39 1.55 3.71 -3.47
H40 -0.69 3.49 -3.41
H41 -1.89 0.69 -3.67
H42 -1.26 1.66 -5.02
H43 -2.66 2.22 -4.10
H44 -1.79 1.52 -1.38
H45 -2.30 3.19 -1.67
H46 -0.74 2.87 -0.90

The gap between HOMO and LUMO (spin up / spin down) comes out at 5.3 / 3.8 eV. As for the total charge: +2. Its energy above the lowest of the compared OMol25 structures with the same formula, charge and spin is 227.8 kJ/mol. The total energy is -154389.479 eV. Its LUMO energy (spin up / spin down) is -0.257 / -0.310 hartree.